# 1
{
  "formula": "C5H8N2O",
  "method": "ωB97M-V/def2-TZVPD",
  "symbols": ["C", "C", "C", "C", "C", "H", "H", "H", "H", "H", "H", "H", "H", "N", "N", "O"],
  "xyz": [[1.1635, -0.9806, -0.9479], [-0.6874, 0.5403, -1.6622], [-1.9117, 1.0434, -1.1637], [-0.5397, 0.3304, 0.4335], [0.0819, -0.1402, 1.8375], [2.0551, -0.6469, -0.3020], [1.1073, -0.9797, -2.1100], [0.6684, -1.9883, -0.4403], [-0.6079, 0.2924, -2.6340], [-2.8769, 1.0742, -1.8028], [0.1867, -1.1760, 1.8822], [-0.4325, 0.0210, 2.9123], [1.8105, 1.1368, 2.7117], [0.1171, -0.0946, -0.6859], [-1.5530, 1.0371, 0.1858], [1.4185, 0.5306, 1.7858]],
  "forces_ev_per_a": [[-0.7, -2.4, 1.0], [-2.4, -1.0, 1.1], [4.6, -1.6, -0.5], [2.4, -1.9, 3.1], [-0.2, 4.0, 1.1], [-0.8, -0.8, -1.7], [1.4, -0.7, 2.2], [2.1, 1.7, -1.7], [1.1, -0.9, -3.3], [1.7, 0.9, 1.9], [0.7, -1.9, -0.6], [0.5, 0.5, -2.9], [-2.5, -3.2, -4.1], [-4.0, 4.5, -1.1], [-5.1, 0.9, 1.7], [1.3, 1.7, 3.9]],
  "nbo_charge": [-0.418, -0.077, -0.110, 0.353, -0.089, 0.250, 0.236, 0.198, 0.178, 0.240, 0.175, 0.206, 0.493, -0.375, -0.479, -0.781],
  "smiles": "Cn1ccnc1CO",
  "de_lowest_kj_mol": 466.42,
  "mol_weight_g_mol": 112.13,
  "lumo_ev": 0.55,
  "gap_ha": 0.3315,
  "spin_multiplicity": 1
}


# 2
{
  "formula": "C8H17N2OS",
  "method": "ωB97M-V/def2-TZVPD",
  "symbols": ["C", "C", "C", "C", "C", "C", "C", "C", "N", "N", "O", "S", "H", "H", "H", "H", "H", "H", "H", "H", "H", "H", "H", "H", "H", "H", "H", "H", "H"],
  "xyz": [[2.2378, 1.8981, 0.7912], [1.1539, 2.3879, -0.0697], [0.0386, -2.5137, 0.0987], [-1.0383, -0.4429, 0.7925], [1.4916, 2.6182, -1.5460], [0.5738, -2.0092, -1.1461], [-1.2114, -2.5385, 2.1117], [-2.1868, 0.7657, -0.9670], [-0.6839, -1.9140, 0.9112], [1.2422, 0.9225, 0.4088], [-1.3449, -0.3096, -0.5446], [0.0888, 0.6597, 1.6434], [3.1194, 1.8377, 0.2350], [2.3205, 2.3256, 1.7336], [0.1620, 2.7944, 0.2010], [0.3114, -3.5881, 0.2511], [-1.8959, -0.3207, 1.5783], [1.2516, 3.6404, -1.8893], [0.9678, 1.9783, -2.2370], [2.5775, 2.4444, -1.6269], [0.6377, -0.8871, -1.3627], [-0.1999, -2.3364, -1.9138], [1.4707, -2.4093, -1.3849], [-2.2346, -2.5885, 2.0123], [-0.8617, -3.5950, 2.1786], [-0.8734, -1.8682, 3.0306], [-2.2559, 0.5124, -2.0535], [-1.6619, 1.7159, -0.8830], [-3.1968, 0.8199, -0.3534]],
  "forces_ev_per_a": [[-1.2, 1.2, -0.5], [-1.4, -0.8, -1.9], [1.9, -1.9, -1.5], [-1.5, -0.3, 1.3], [0.6, 0.4, 0.6], [-3.0, 3.2, -2.0], [2.9, 0.2, 2.0], [-1.1, -0.2, 0.1], [-0.8, 1.5, 1.8], [-0.1, 0.2, -0.5], [-0.3, 0.4, 1.1], [0.1, -0.1, -0.3], [1.5, -0.5, -0.4], [0.1, 0.1, 2.0], [1.2, 0.2, 0.6], [-0.6, 0.9, 0.4], [0.7, -0.3, -1.8], [0.3, -0.3, 0.5], [-0.2, -0.5, -0.1], [-0.5, 0.2, -0.5], [-0.1, -1.7, 1.0], [0.9, 0.0, 0.6], [2.7, -1.7, -0.7], [-2.4, 0.2, 0.1], [0.1, 1.0, 0.2], [-0.8, -1.7, -1.8], [-0.8, 0.6, 1.0], [0.0, 0.1, 0.2], [1.9, -0.3, -1.5]],
  "nbo_charge": [-0.246, -0.077, 0.312, 0.091, -0.632, -0.706, -0.416, -0.258, -0.285, -0.574, -0.546, 0.427, 0.217, 0.218, 0.217, 0.231, 0.215, 0.239, 0.216, 0.214, 0.291, 0.279, 0.247, 0.226, 0.238, 0.248, 0.224, 0.188, 0.201],
  "smiles": "C/C=[N+](/C)[C@H](OC)SN1C[C@H]1C",
  "de_lowest_kj_mol": 382.51,
  "charge": 1,
  "mol_weight_g_mol": 189.30,
  "lumo_ev": -3.48,
  "gap_ha": 0.3238,
  "spin_multiplicity": 1
}


# 3
{
  "formula": "C2H11N3O",
  "method": "ωB97M-V/def2-TZVPD",
  "symbols": ["N", "C", "N", "H", "H", "H", "H", "H", "H", "N", "C", "O", "H", "H", "H", "H", "H"],
  "xyz": [[1.3345, 0.6902, -0.7315], [0.6753, 1.9449, -0.9118], [-0.3930, 1.8278, -1.8849], [1.6354, 0.2277, -1.5751], [2.0687, 0.5889, -0.0482], [1.3528, 2.7587, -1.2138], [0.2456, 2.2535, 0.0423], [-0.1966, 2.2358, -2.7936], [-0.6442, 0.8589, -2.0293], [-0.1944, -0.8643, 1.7617], [-0.5618, -2.0335, 0.9527], [-1.5084, -2.8968, 1.5779], [-0.4144, -0.0301, 1.2176], [-0.8652, -0.7741, 2.5273], [0.3426, -2.6314, 0.7939], [-0.9702, -1.7084, -0.0137], [-1.9068, -2.4478, 2.3286]],
  "forces_ev_per_a": [[0.1, -1.4, 0.1], [0.2, 0.7, -0.2], [-0.2, 0.1, -0.4], [0.0, 0.3, -0.3], [-0.1, 0.5, 0.3], [-0.2, 0.0, -0.1], [0.1, -0.1, 0.2], [0.2, -0.1, 0.3], [-0.1, 0.0, 0.1], [-0.9, 0.4, 0.1], [0.1, -0.1, 0.0], [0.2, 0.1, 0.0], [0.4, -0.1, -0.1], [0.3, -0.2, 0.1], [-0.2, 0.0, -0.1], [0.2, -0.1, 0.1], [-0.1, 0.0, -0.1]],
  "nbo_charge": [-0.878, -0.038, -0.849, 0.360, 0.377, 0.149, 0.159, 0.362, 0.360, -0.844, 0.105, -0.723, 0.366, 0.338, 0.152, 0.141, 0.461],
  "smiles": "NCN.NCO",
  "de_lowest_kj_mol": 48.68,
  "mol_weight_g_mol": 93.13,
  "lumo_ev": 0.95,
  "gap_ha": 0.3668,
  "spin_multiplicity": 1
}


# 4
{
  "formula": "C2H2Cl2",
  "method": "ωB97M-V/def2-TZVPD",
  "symbols": ["C", "C", "Cl", "Cl", "H", "H"],
  "xyz": [[-1.0129, -0.6743, -0.4631], [-1.8860, 0.0576, -0.0911], [-2.7313, 1.3290, 0.4925], [1.3566, 1.0464, 0.3465], [2.1070, 0.2003, -0.1286], [-0.3981, -1.3684, -0.9444]],
  "forces_ev_per_a": [[-1.1, 0.1, -0.1], [0.6, 0.2, 0.0], [-0.4, 0.1, 0.1], [-0.9, 1.5, 0.8], [1.2, -1.3, -0.7], [0.5, -0.5, -0.2]],
  "nbo_charge": [-0.235, -0.125, 0.124, -0.241, 0.246, 0.231],
  "smiles": "C#CCl.Cl",
  "de_lowest_kj_mol": 180.21,
  "mol_weight_g_mol": 96.94,
  "lumo_ev": 0.76,
  "gap_ha": 0.3917,
  "spin_multiplicity": 1
}